# 1
Entry from OMol25: C25H32BrCrN6O as an isolated structure (ωB97M-V/def2-TZVPD).

```
! RIJCOSX wB97M-V def2-TZVPD def2/J DEFGRID3
* xyz 2 4
Cr -0.43 0.42 -0.17
C -1.99 1.27 2.43
N -0.75 0.58 1.99
C 0.41 1.18 2.69
C -0.90 -0.86 2.37
C -1.78 -1.54 1.36
C -2.63 -2.60 1.70
C -3.42 -3.18 0.72
C -3.39 -2.71 -0.59
C -2.55 -1.65 -0.93
C -1.75 -1.07 0.05
H -2.07 1.19 3.52
H -2.86 0.82 1.97
H -1.95 2.33 2.18
H 0.28 1.10 3.78
H 0.49 2.23 2.43
H 1.32 0.66 2.42
H -1.29 -0.93 3.38
H 0.09 -1.31 2.37
H -2.67 -2.96 2.72
H -4.08 -4.00 0.98
H -4.01 -3.17 -1.35
H -2.53 -1.31 -1.96
C 3.06 1.37 -0.24
N 3.39 -0.01 0.10
C 4.72 -0.44 -0.36
C 2.43 -0.87 0.50
O 1.21 -0.64 0.25
N 2.75 -1.98 1.18
C 1.81 -3.10 1.25
C 3.97 -2.14 1.97
H 3.81 2.04 0.20
H 2.10 1.65 0.16
H 3.06 1.52 -1.32
H 4.86 -0.08 -1.38
H 4.80 -1.52 -0.36
H 5.51 -0.01 0.26
H 0.94 -2.91 0.63
H 1.49 -3.26 2.28
H 2.30 -4.01 0.89
H 4.43 -1.18 2.17
H 4.69 -2.80 1.49
H 3.70 -2.58 2.92
Br 0.03 2.67 -3.14
C 0.11 0.79 -3.33
C 0.32 0.31 -4.60
C 0.49 -1.05 -4.78
C 0.44 -1.88 -3.67
C 0.21 -1.31 -2.44
N 0.02 0.02 -2.24
H 0.36 1.00 -5.43
H 0.66 -1.46 -5.77
H 0.57 -2.95 -3.75
H 0.12 -1.94 -1.56
N -0.83 6.54 0.22
C -1.35 5.54 -0.03
C -1.99 4.28 -0.30
C -3.34 4.18 -0.64
C -3.87 2.93 -0.89
C -3.06 1.82 -0.79
N -1.76 1.91 -0.47
C -1.24 3.13 -0.23
H -3.95 5.08 -0.70
H -4.91 2.81 -1.15
H -3.44 0.83 -0.98
H -0.19 3.19 0.02
*
```

The frontier orbital gap (alpha / beta) is 8.4 / 8.5 eV. Its LUMO energy (alpha / beta) is -6.058 / -6.156 eV. The highest occupied orbital energy (alpha / beta) is -0.530 / -0.538 Ha. The calculation puts the energy above the lowest of the compared OMol25 structures with the same formula, charge and spin at 12.3 kcal/mol. Its expectation value of S² is 3.844.

# 2
Entry from OMol25: C25H32Cl3GeN9O2PbS as an isolated structure (ωB97M-V/def2-TZVPD).

```
! RIJCOSX wB97M-V def2-TZVPD def2/J DEFGRID3
* xyz 3 2
Pb 0.27 -0.34 1.19
C 3.93 0.99 -1.69
C 2.78 0.93 -0.74
N 2.65 0.19 0.28
C 3.61 -0.67 0.93
C 3.35 -0.70 2.48
N 2.19 0.14 2.86
C 1.73 0.09 4.26
C 0.63 -0.94 4.51
N -0.54 -0.80 3.61
C -1.64 0.12 3.97
C -1.52 1.56 3.45
N -0.99 1.66 2.10
C -1.17 2.67 1.34
C -2.06 3.83 1.66
C -0.37 2.68 0.06
C -0.75 3.33 -1.11
C 0.10 3.25 -2.21
C 1.28 2.50 -2.15
C 1.59 1.84 -0.98
N 0.78 1.98 0.10
H 4.66 0.22 -1.48
H 4.43 1.96 -1.65
H 3.59 0.86 -2.72
H 4.64 -0.39 0.73
H 3.46 -1.68 0.54
H 4.25 -0.36 3.00
H 3.15 -1.72 2.80
H 2.44 1.10 2.65
H 1.34 1.08 4.50
H 2.55 -0.11 4.96
H 0.33 -0.88 5.56
H 1.03 -1.94 4.34
H -0.96 -1.72 3.52
H -1.77 0.18 5.05
H -2.55 -0.31 3.56
H -0.83 2.13 4.09
H -2.50 2.03 3.55
H -1.81 4.25 2.64
H -3.10 3.49 1.72
H -2.00 4.62 0.92
H -1.68 3.88 -1.18
H -0.17 3.75 -3.13
H 1.92 2.43 -3.02
N 0.14 -5.24 -5.87
C -0.12 -4.60 -4.74
C 0.95 -4.21 -3.87
C 0.67 -3.60 -2.69
C -0.67 -3.35 -2.33
C -1.73 -3.70 -3.19
C -1.47 -4.31 -4.38
S -1.09 -2.70 -0.72
O 0.12 -2.84 0.09
O -2.23 -3.47 -0.33
N -1.30 -1.14 -0.85
C -2.51 -0.58 -1.24
N -3.38 -1.27 -1.96
C -4.53 -0.67 -2.25
C -4.81 0.63 -1.86
C -3.81 1.28 -1.16
N -2.65 0.70 -0.84
H 1.08 -5.49 -6.13
H -0.60 -5.54 -6.48
H 1.97 -4.45 -4.15
H 1.46 -3.34 -1.99
H -2.74 -3.50 -2.86
H -2.27 -4.61 -5.04
H -5.25 -1.24 -2.83
H -5.74 1.12 -2.10
H -3.94 2.31 -0.85
Cl 1.32 3.68 3.26
Ge 1.91 3.98 1.31
Cl 1.12 5.59 0.32
Cl 3.84 3.40 0.87
*
```

The frontier orbital gap (alpha / beta) is 5.1 / 5.2 eV. Its LUMO energy (alpha / beta) is -10.189 / -10.190 eV. The highest occupied orbital energy (alpha / beta) is -0.563 / -0.565 Ha. The calculation puts the energy above the lowest of the compared OMol25 structures with the same formula, charge and spin at 0.0 kcal/mol. Its expectation value of S² is 0.782.

# 3
Entry from OMol25: C25H32CrN4S4 as an isolated structure (ωB97M-V/def2-TZVPD).

```
! RIJCOSX wB97M-V def2-TZVPD def2/J DEFGRID3
* xyz 0 5
Cr -1.63 -0.12 -0.14
C -3.20 -1.50 -2.82
C -4.21 -0.56 -2.16
S -4.01 -0.30 -0.38
C -4.56 -1.87 0.32
C -3.55 -3.03 0.35
S -1.79 -2.55 0.38
C -1.14 -3.43 -1.09
C -0.64 -2.54 -2.22
S -1.50 -0.96 -2.45
H -3.32 -2.53 -2.49
H -3.32 -1.46 -3.90
H -4.10 0.45 -2.57
H -5.23 -0.90 -2.34
H -4.85 -1.60 1.33
H -5.46 -2.16 -0.23
H -3.69 -3.61 1.26
H -3.68 -3.69 -0.50
H -0.31 -4.03 -0.72
H -1.93 -4.10 -1.42
H 0.39 -2.22 -2.03
H -0.67 -3.08 -3.17
S -2.00 2.02 -0.93
C -0.28 2.49 -0.84
N -0.05 3.79 -0.97
N 1.25 4.18 -1.13
C 2.23 3.71 -2.02
C 3.49 4.30 -1.96
C 4.50 3.93 -2.83
C 4.27 2.97 -3.81
C 3.01 2.39 -3.90
C 1.99 2.75 -3.02
N 0.69 1.61 -0.63
N 0.34 0.35 -0.30
C 1.45 -0.50 -0.16
C 2.69 -0.24 -0.76
C 3.73 -1.16 -0.66
C 3.58 -2.35 0.04
C 2.38 -2.58 0.70
C 1.33 -1.67 0.61
H 1.41 5.09 -0.76
H 3.68 5.06 -1.20
H 5.48 4.39 -2.75
H 5.06 2.68 -4.49
H 2.81 1.65 -4.66
H 1.01 2.31 -3.12
H 2.82 0.68 -1.32
H 4.67 -0.94 -1.15
H 4.39 -3.07 0.11
H 2.25 -3.47 1.30
H 0.45 -1.82 1.21
C 0.55 1.58 4.19
C -0.52 0.47 4.25
C 0.15 -0.87 4.60
C -1.57 0.81 5.31
C -1.15 0.35 2.92
C -1.60 0.23 1.79
H 1.09 1.63 5.14
H 0.09 2.55 3.99
H 1.26 1.37 3.39
H 0.57 -0.83 5.61
H 0.96 -1.08 3.89
H -0.57 -1.69 4.55
H -1.10 0.88 6.30
H -2.35 0.05 5.35
H -2.05 1.77 5.09
*
```

The frontier orbital gap (alpha / beta) is 5.7 / 6.0 eV. Its LUMO energy (alpha / beta) is -0.274 / -0.292 eV. The highest occupied orbital energy (alpha / beta) is -0.220 / -0.232 Ha. The calculation puts the energy above the lowest of the compared OMol25 structures with the same formula, charge and spin at 3.4 kcal/mol. Its expectation value of S² is 6.097.

# 4
Entry from OMol25: C25H32F16GaN2O5S2 as an isolated structure (ωB97M-V/def2-TZVPD).

```
! RIJCOSX wB97M-V def2-TZVPD def2/J DEFGRID3
* xyz -1 1
C 3.18 4.72 -0.48
C 1.88 4.00 -0.10
C 1.99 2.50 -0.36
O 0.83 1.81 -0.03
Ga -0.12 1.01 -1.42
C -1.51 -0.18 -0.57
C -2.65 0.63 0.05
C -4.02 -0.05 -0.17
S -5.31 1.21 -0.07
C -6.75 0.34 -0.42
S -6.96 -1.27 -0.28
N -7.79 1.17 -0.87
C -7.72 2.07 -1.91
C -8.96 2.61 -2.00
N -9.78 2.10 -1.03
C -9.06 1.24 -0.37
C -1.06 2.36 -2.63
C -2.14 1.69 -3.47
C -3.54 2.27 -3.29
F -1.81 1.77 -4.84
C 1.09 -0.10 -2.72
F 1.98 0.65 -3.48
F 0.23 -0.68 -3.63
C 1.89 -1.26 -2.08
F 1.63 -2.47 -2.64
F 1.50 -1.36 -0.78
C 3.42 -1.08 -2.03
F 3.75 0.08 -1.45
F 3.87 -2.07 -1.21
C 4.19 -1.23 -3.40
F 4.82 -0.08 -3.69
F 3.37 -1.52 -4.41
F 5.13 -2.18 -3.31
H 3.74 5.06 0.39
H 3.83 4.03 -1.03
H 3.00 5.57 -1.14
H 1.65 4.18 0.95
H 1.05 4.37 -0.72
H 2.32 2.37 -1.40
H 2.82 2.12 0.27
H -1.06 -0.85 0.17
H -1.91 -0.79 -1.38
H -2.69 1.66 -0.32
H -2.50 0.68 1.13
H -4.21 -0.78 0.61
H -4.07 -0.50 -1.16
H -6.83 2.23 -2.49
H -9.29 3.33 -2.72
H -9.39 0.66 0.47
H -0.31 2.70 -3.34
H -1.48 3.19 -2.07
H -2.20 0.61 -3.27
H -4.29 1.47 -3.29
H -3.79 2.92 -4.12
H -3.65 2.81 -2.35
C 5.53 -3.46 0.81
C 4.92 -4.62 1.57
O 5.52 -4.80 2.88
C 5.10 -3.91 3.76
O 4.37 -2.99 3.54
C 5.66 -4.23 5.16
F 6.97 -4.50 5.11
F 5.03 -5.29 5.67
F 5.48 -3.20 5.98
H 6.61 -3.58 0.70
H 5.08 -3.41 -0.17
H 5.35 -2.52 1.33
H 5.07 -5.56 1.05
H 3.85 -4.47 1.70
C 1.59 -1.91 3.11
C 1.08 -0.62 2.50
O -0.34 -0.46 2.71
C -0.72 -0.02 3.89
O -0.03 0.26 4.83
C -2.26 0.13 3.92
F -2.86 -0.95 3.40
F -2.62 1.19 3.20
F -2.69 0.29 5.16
H 1.02 -2.76 2.72
H 2.65 -2.05 2.87
H 1.49 -1.91 4.19
H 1.20 -0.62 1.42
H 1.61 0.25 2.89
*
```

The frontier orbital gap is 7.3 eV. Its LUMO energy is 1.531 eV. The highest occupied orbital energy is -0.211 Ha.

# 5
Entry from OMol25: C25H32FO2Tc as an isolated structure (ωB97M-V/def2-TZVPD).

```
! RIJCOSX wB97M-V def2-TZVPD def2/J DEFGRID3
* xyz 1 4
O 2.25 -3.35 -2.17
C 3.31 -3.89 -1.33
C 3.89 -4.78 -2.42
H 2.91 -4.45 -0.48
H 3.98 -3.09 -0.99
C 2.79 -4.12 -3.28
H 3.74 -5.84 -2.21
H 4.92 -4.50 -2.67
C 1.75 -5.08 -3.79
H 1.36 -5.71 -2.99
H 2.15 -5.75 -4.57
H 0.92 -4.51 -4.23
C 3.32 -3.22 -4.37
H 4.06 -2.51 -3.99
H 2.49 -2.65 -4.82
H 3.81 -3.79 -5.17
Tc -1.50 2.91 0.70
C -0.69 4.79 0.03
C -0.32 4.58 1.40
C 0.49 3.40 1.47
H -0.63 5.20 2.24
C 0.57 2.84 0.14
C -0.14 3.72 -0.74
H -0.21 3.61 -1.81
H -1.29 5.62 -0.33
H 0.94 2.99 2.36
H 1.11 1.95 -0.13
C -4.05 2.78 0.10
C -2.97 3.04 -0.83
C -2.20 1.82 -0.96
H -2.91 3.91 -1.48
C -2.83 0.82 -0.11
C -4.01 1.40 0.44
H -4.77 0.86 0.99
H -4.79 3.50 0.42
H -1.44 1.60 -1.70
H -2.47 -0.20 0.01
O -0.30 -1.72 0.18
C 0.30 -0.98 -0.95
C 1.84 -1.00 -0.72
H -0.02 0.09 -0.90
H -0.05 -1.41 -1.92
C 1.99 -1.88 0.55
H 2.20 0.01 -0.48
H 2.39 -1.36 -1.60
C 0.67 -1.54 1.24
H 2.93 -1.72 1.06
H 1.96 -2.93 0.22
H 0.76 -0.48 1.53
H 0.42 -2.16 2.12
F -3.38 1.68 6.59
C -2.98 1.90 5.29
C -2.22 0.92 4.66
C -1.78 1.17 3.36
C -2.08 2.38 2.75
C -2.82 3.36 3.41
C -3.31 3.11 4.70
H -1.98 0.01 5.19
H -1.19 0.44 2.81
H -3.00 4.32 2.93
H -3.90 3.85 5.23
*
```

The frontier orbital gap (alpha / beta) is 6.8 / 6.0 eV. Its LUMO energy (alpha / beta) is -3.884 / -5.607 eV. The highest occupied orbital energy (alpha / beta) is -0.393 / -0.426 Ha. The calculation puts the energy above the lowest of the compared OMol25 structures with the same formula, charge and spin at 0.0 kcal/mol. Its expectation value of S² is 3.775.

# 6
Entry from OMol25: C25H32N2O4 in the gas phase (ωB97M-V/def2-TZVPD).

```
! RIJCOSX wB97M-V def2-TZVPD def2/J DEFGRID3
* xyz 0 1
C -1.90 -3.69 -1.54
O -1.58 -2.80 -0.50
C -0.27 -2.63 -0.17
C 0.79 -3.25 -0.79
C 2.10 -3.03 -0.37
C 2.36 -2.17 0.68
C 1.29 -1.51 1.29
C -0.02 -1.73 0.90
O -1.11 -1.17 1.47
C -0.92 -0.29 2.55
H -1.92 0.04 2.83
H -0.33 0.58 2.26
H -0.45 -0.80 3.40
H 1.50 -0.83 2.10
C 3.76 -1.92 1.17
C 4.71 -1.44 0.05
N 4.11 -0.38 -0.73
C 3.90 0.85 -0.21
O 4.35 1.21 0.85
C 3.08 1.76 -1.14
C 2.85 3.13 -0.51
C 1.37 3.17 -0.14
O 0.85 4.07 0.48
N 0.77 2.05 -0.62
C -0.58 1.69 -0.49
C -1.43 2.36 0.39
C -2.74 1.97 0.55
C -3.27 0.90 -0.16
C -2.42 0.25 -1.05
C -1.11 0.63 -1.22
H -0.50 0.09 -1.93
H -2.78 -0.59 -1.63
C -4.69 0.39 0.03
C -5.53 1.30 0.93
H -5.59 2.30 0.52
H -6.54 0.90 1.01
H -5.11 1.35 1.94
C -4.62 -1.01 0.66
H -3.97 -1.66 0.09
H -4.21 -0.94 1.67
H -5.61 -1.45 0.72
C -5.40 0.30 -1.33
H -6.43 0.00 -1.20
H -5.38 1.27 -1.83
H -4.92 -0.42 -1.99
H -3.35 2.52 1.25
H -1.05 3.20 0.96
C 1.67 1.20 -1.38
H 1.57 0.16 -1.03
H 1.41 1.23 -2.44
H 3.45 3.24 0.40
H 3.07 3.96 -1.17
H 3.63 1.84 -2.08
H 3.61 -0.65 -1.56
H 4.96 -2.25 -0.63
H 5.62 -1.05 0.51
H 3.74 -1.16 1.95
H 4.18 -2.84 1.59
H 2.90 -3.56 -0.85
H 0.62 -3.94 -1.61
H -1.48 -3.36 -2.49
H -1.56 -4.70 -1.32
H -2.99 -3.69 -1.61
*
```

The frontier orbital gap is 8.5 eV. Its LUMO energy is 0.495 eV. The highest occupied orbital energy is -0.295 Ha. The calculation puts the energy above the lowest of the compared OMol25 structures with the same formula, charge and spin at 28.6 kcal/mol. The SMILES is COc1ccc(CCNC(=O)[C@@H]2CC(=O)N(c3ccc(C(C)(C)C)cc3)C2)cc1OC.

# 7
Entry from OMol25: a 2-piece molecular cluster, C25H32N3O2 overall (ωB97M-V/def2-TZVPD).

```
! RIJCOSX wB97M-V def2-TZVPD def2/J DEFGRID3
* xyz 1 1
C -3.80 3.93 3.53
O -4.15 2.69 2.88
C -3.14 1.88 2.45
C -1.77 2.17 2.65
C -0.82 1.27 2.19
C -1.17 0.11 1.46
C -0.12 -0.79 1.02
C 0.82 -1.27 1.95
C 1.79 -2.32 1.67
C 1.99 -3.15 0.58
C 3.04 -4.08 0.64
C 3.87 -4.18 1.77
C 3.65 -3.36 2.89
C 2.61 -2.44 2.81
N 2.15 -1.54 3.77
C 2.68 -1.39 5.11
C 1.08 -0.85 3.28
C -2.55 -0.14 1.25
C -3.52 0.70 1.76
H -4.76 4.37 3.78
H -3.21 3.75 4.44
H -3.24 4.59 2.85
H -1.46 3.07 3.19
H 0.23 1.46 2.40
H -0.30 -1.38 0.13
H 1.32 -3.06 -0.28
H 3.21 -4.75 -0.21
H 4.69 -4.89 1.77
H 4.26 -3.41 3.79
H 3.55 -2.04 5.22
H 2.99 -0.35 5.29
H 1.93 -1.65 5.87
H 0.55 -0.13 3.89
H -2.84 -1.03 0.70
H -4.58 0.50 1.64
C -3.92 0.04 -5.52
C -2.52 0.35 -5.03
C -2.50 1.00 -3.65
N -1.15 1.33 -3.20
C -0.49 0.57 -2.30
C 0.90 1.10 -1.95
C 1.78 1.43 -3.19
C 3.18 0.90 -2.83
C 2.99 0.02 -1.57
N 1.61 0.13 -1.20
O -0.96 -0.46 -1.81
H -3.86 -0.45 -6.50
H -4.44 -0.63 -4.83
H -4.51 0.95 -5.64
H -1.93 -0.58 -4.97
H -2.01 1.01 -5.74
H -3.07 1.93 -3.66
H -2.93 0.33 -2.90
H -0.67 2.10 -3.65
H 0.71 2.03 -1.38
H 1.41 0.92 -4.08
H 1.78 2.51 -3.37
H 3.60 0.33 -3.66
H 3.85 1.74 -2.61
H 3.25 -1.03 -1.81
H 3.69 0.34 -0.77
H 1.29 -0.19 -0.30
*
```

The frontier orbital gap is 5.8 eV. Its LUMO energy is -4.749 eV. The highest occupied orbital energy is -0.389 Ha. The calculation puts the energy above the lowest of the compared OMol25 structures with the same formula, charge and spin at 14.0 kcal/mol.